Entry from OMol25: the ion C3H9N2O2 with charge +1 (ωB97M-V with the def2-TZVPD basis set).

Its SMILES is NC(=O)[C@H]([NH3+])CO. The calculation puts the HOMO-LUMO gap at 0.4100 Eh. The total energy is -379.43812 hartree. The value obtained for the energy above the lowest of the compared OMol25 structures with the same formula, charge and spin is 175.1 kJ/mol. As for the net charge: +1.

Atoms and positions in Å:
N1 -1.4919 -1.8069 -0.3254
C1 -0.3364 -1.1957 -0.0091
O1 0.4672 -1.7544 0.6820
C2 0.2079 0.1310 -0.6145
N2 1.7090 0.1323 -0.2054
C3 -0.5130 1.3887 0.1263
O2 0.1649 1.4401 1.3764
H1 -1.5502 -2.7066 0.0439
H2 -2.3691 -1.3873 -0.5804
H3 -0.0081 0.1465 -1.6377
H4 1.8836 0.3248 0.7772
H5 2.0505 -0.7798 -0.5314
H6 2.1087 0.7690 -0.8999
H7 -0.4173 2.2614 -0.4621
H8 -1.4961 1.2026 0.1414
H9 -0.4097 1.8342 2.1187